Molecular formula: C26H41Cl16N2O3P
Method: DFT, ωB97M-V with the def2-TZVPD basis set

Geometry as ORCA input:
```
! wB97M-V def2-TZVPD RIJCOSX def2/J DEFGRID3
* xyz 0 1
C -2.8274 1.0833 -0.8079
C -2.0542 0.0980 -1.2442
C -0.6513 -0.1742 -0.7587
C -0.3040 -1.6667 -0.7304
C -1.2490 -2.6370 -0.8446
C -0.9446 -4.0212 -0.8210
N -1.9729 -4.9138 -0.9334
C -1.5511 -6.1530 -0.9307
C -0.1957 -6.5495 -0.7882
N 0.7918 -5.7015 -0.6635
C 0.4019 -4.3940 -0.6999
C 1.3780 -3.3778 -0.5774
C 1.0757 -2.0471 -0.5670
C 2.2059 -1.0550 -0.3886
C 3.0496 -1.3026 0.9013
C 4.4119 -0.5975 0.7786
P 5.7406 -1.5120 1.6386
O 5.4968 -2.9473 1.4089
O 7.1259 -0.9481 1.0426
C 8.2632 -1.8305 1.1476
C 8.3126 -2.9261 0.0731
O 5.5277 -1.1443 3.2002
C 6.6014 -1.4981 4.1035
C 6.7667 -2.9979 4.3232
H -2.6105 1.6735 0.0799
H -3.7584 1.2887 -1.3324
H -2.4703 -0.5580 -2.0077
H 0.0337 0.3055 -1.4701
H -0.4774 0.2296 0.2465
H -2.2920 -2.3601 -0.9575
H -2.3043 -6.9383 -1.0085
H 0.0406 -7.6121 -0.7771
H 2.4162 -3.6843 -0.4651
H 2.8600 -1.0103 -1.2687
H 1.7968 -0.0428 -0.2813
H 2.4661 -0.8574 1.7149
H 3.1272 -2.3762 1.0736
H 4.6708 -0.3947 -0.2642
H 4.3647 0.3780 1.2664
H 9.1442 -1.1933 1.0087
H 8.3814 -2.2946 2.1298
H 7.7919 -3.8102 0.4563
H 9.3595 -3.2194 -0.0620
H 7.8276 -2.6445 -0.8625
H 7.5194 -1.0244 3.7359
H 6.3400 -1.0510 5.0672
H 7.5874 -3.1451 5.0387
H 5.8608 -3.4861 4.6863
H 7.0766 -3.5276 3.4164
Cl -5.9888 -3.6582 -1.3831
C -5.4082 -3.2113 0.2267
Cl -4.6323 -1.6220 0.2206
H -6.2533 -3.1805 0.9084
H -4.6833 -3.9503 0.5529
Cl -7.2575 -2.6786 2.9783
C -8.9740 -3.0465 3.1833
Cl -9.9893 -1.6528 2.7909
H -9.2371 -3.8656 2.5236
H -9.1503 -3.3257 4.2156
Cl 4.2099 4.2900 1.3340
C 5.2625 3.2192 2.2671
Cl 6.1438 2.0996 1.2237
H 5.9774 3.8208 2.8166
H 4.6497 2.6457 2.9547
Cl 1.4368 4.7467 -3.3094
C 1.3217 4.6534 -1.5445
Cl 0.9648 3.0102 -1.0001
H 2.2686 4.9654 -1.1187
H 0.5250 5.3105 -1.2139
Cl 4.3948 6.7108 -1.5406
C 3.6241 7.6099 -2.8546
Cl 3.3855 9.3106 -2.4212
H 4.2578 7.5570 -3.7333
H 2.6599 7.1639 -3.0650
Cl -12.8337 -2.4845 -0.5039
C -12.5837 -1.0440 0.4867
Cl -12.6973 0.4376 -0.4745
H -13.3430 -1.0155 1.2600
H -11.5963 -1.0959 0.9313
Cl -13.7025 5.0299 -2.2072
C -12.8214 3.9129 -1.1579
Cl -12.5143 4.6190 0.4329
H -13.4137 3.0148 -1.0313
H -11.8716 3.6727 -1.6221
Cl 1.6663 9.1105 -7.3043
C 1.5614 9.0385 -5.5417
Cl 1.2250 7.3947 -4.9723
H 2.5048 9.3668 -5.1218
H 0.7603 9.6899 -5.2117
*
```

Output
E: -246398.836 eV
SMILES: C=CCc1cc2nccnc2cc1CCCP(=O)(OCC)OCC.ClCCl.ClCCl.ClCCl.ClCCl.ClCCl.ClCCl.ClCCl.ClCCl
HOMO-LUMO gap: 8.862 eV
E_HOMO: -8.743 eV

Listed below, in e, are the Löwdin charges computed for each atom: C -0.03; C -0.22; C -0.16; C -0.14; C 0.02; C -0.21; N 0.14; C -0.13; C -0.12; N 0.13; C -0.21; C 0.03; C -0.16; C -0.14; C -0.20; C -0.24; P 0.51; O -0.26; O -0.24; C -0.27; C -0.07; O -0.21; C -0.26; C -0.08; H 0.06; H 0.06; H 0.10; H 0.09; H 0.13; H 0.06; H 0.10; H 0.10; H 0.13; H 0.12; H 0.08; H 0.12; H 0.09; H 0.10; H 0.02; H 0.12; H 0.09; H 0.07; H 0.08; H 0.08; H 0.11; H 0.12; H 0.08; H 0.09; H 0.06; Cl 0.50; C -1.04; Cl 0.55; H -0.08; H 0.02; Cl 0.58; C -0.98; Cl 0.56; H 0.03; H 0.03; Cl 0.51; C -0.99; Cl 0.59; H 0.03; H 0.03; Cl 0.52; C -1.00; Cl 0.54; H -0.04; H 0.04; Cl 0.52; C -1.06; Cl 0.53; H 0.04; H -0.10; Cl 0.51; C -1.04; Cl 0.53; H 0.03; H -0.06; Cl 0.50; C -1.06; Cl 0.50; H -0.03; H 0.03; Cl 0.52; C -1.01; Cl 0.52; H -0.01; H 0.03